This record from the Open Molecules 2025 dataset describes one molecule with the formula C4H6N2 in a non-equilibrium geometry. The level of theory is the ωB97M-V functional and the def2-TZVPD basis.

Results
ΔE to the lowest compared entry with this formula, charge and spin in kcal/mol: 104.78
Charge: 0
Strongest force on any atom in eV/A: 3.37
SMILES: C1=N[C@@H]1N1CC1
Molar mass in g mol⁻¹: 82.11
HOMO level in eV: -9.02
LUMO energy in Ha: 0.044

Atoms and positions in Å:
C1 2.194 0.479 -0.323
N1 2.348 -0.542 0.457
C2 0.952 0.217 0.351
N2 -0.225 -0.045 -0.519
C3 -1.253 -1.007 -0.240
C4 -1.459 0.360 0.119
H1 2.646 1.167 -1.045
H2 0.833 0.763 1.251
H3 -1.099 -1.680 0.508
H4 -1.647 -1.405 -1.194
H5 -2.062 1.015 -0.448
H6 -1.228 0.678 1.083

Forces on the atoms, in the same order (eV/Å):
C 0.0 -1.3 1.5
N -1.3 1.8 -2.5
C 0.7 -0.3 -1.2
N 2.3 0.5 0.0
C -0.3 -0.7 -2.4
C 0.2 1.1 -0.7
H 0.3 -0.6 0.4
H -0.9 0.4 0.8
H 0.4 -1.9 1.9
H -0.1 0.2 0.9
H -0.7 0.6 -0.5
H -0.5 0.3 1.8